C28H52F12N2O28S10Zr | wB97M-V/def2-TZVPD

E_LUMO (eV): -11.6971
Orbital gap (eV): 0.75
Energy relative to the best compared isomer or geometry (same formula, charge and spin) (kJ/mol): 2616.9
Charge: +2
Max |F| (eV/A): 6.3

```
133
Properties=species:S:1:pos:R:3:forces:R:3:lowdin_charge:R:1
Zr 1.87441 -4.90416 1.02631 0.1 0.6 0.5 1.87
C 9.53218 -2.12371 6.53355 0.5 1.9 -1.7 -0.59
F 9.72245 -2.95149 5.51650 -1.0 -0.6 0.3 0.15
F 10.48437 -2.35063 7.40049 -0.7 0.2 0.6 0.20
F 9.69931 -0.87910 5.97422 -0.3 -1.0 1.0 0.09
S 7.70856 -2.28267 7.33794 2.5 -5.7 0.8 0.70
O 7.39659 -3.69032 7.07002 -0.2 2.2 -0.6 -0.28
O 7.92275 -2.06105 8.77577 -0.8 0.8 -2.0 -0.24
N 6.69308 -1.25841 6.46935 1.3 -1.3 1.3 -0.18
S 6.89918 -0.02924 7.41339 -1.5 5.7 1.4 0.60
O 5.92179 0.06469 8.50794 1.3 -0.5 -1.6 -0.18
O 8.27903 0.33955 7.70525 -1.0 -0.5 -0.1 -0.20
C 6.42119 1.47958 6.26658 0.4 -0.4 -1.3 -0.55
F 7.25811 1.49948 5.14599 -1.4 0.1 2.2 0.09
F 5.15592 1.33816 5.83843 1.0 0.1 0.3 0.14
F 6.54826 2.59201 6.98427 0.0 -1.0 -0.8 0.17
C -3.11600 0.40829 1.24845 -0.2 -1.9 0.5 -0.62
F -3.80451 1.49986 1.54632 0.7 -0.7 -0.2 0.18
F -3.53152 -0.64634 2.01709 0.3 1.2 0.0 0.10
F -3.36178 0.00036 0.01122 0.0 0.7 -0.6 0.13
S -1.23201 0.60568 1.54765 -0.5 2.3 -0.6 0.67
O -1.08070 2.06719 1.39893 -0.1 -2.7 -0.3 -0.29
O -1.02227 0.08610 2.83956 0.4 -1.2 1.4 -0.27
N -0.34873 -0.46066 0.42588 -2.1 3.4 1.5 -0.25
S 0.29498 0.64044 -0.59125 1.4 0.3 0.5 0.58
O 1.04680 1.72866 0.03257 -1.1 -1.1 -0.9 -0.26
O 1.06414 -0.19602 -1.46087 0.2 -0.3 -1.3 -0.30
C -1.15054 1.36917 -1.68904 2.5 2.2 0.2 -0.72
F -1.77173 0.40542 -2.23417 -1.9 -2.0 -0.2 0.21
F -1.87597 2.29744 -1.10431 -0.9 -0.8 0.7 0.17
F -0.55194 2.02325 -2.67159 1.2 0.2 -0.6 0.15
C 6.10158 11.05211 1.51690 0.1 -1.2 1.8 -0.20
C 5.95614 9.56404 2.13285 -0.7 1.2 -0.9 -0.18
C 4.62751 9.00418 1.62428 0.4 0.0 -0.8 -0.17
S 4.57386 9.62592 -0.18998 -1.0 1.0 0.6 0.77
O 3.22795 10.13582 -0.47459 1.6 -0.8 0.2 -0.31
O 5.24306 8.66580 -1.03441 -0.3 0.2 0.3 -0.30
C 5.72577 11.08405 0.05617 0.7 -0.1 0.1 -0.20
H 7.10170 11.40228 1.77231 0.2 0.0 -0.6 0.12
H 5.45134 11.82619 1.92442 -0.2 -0.6 1.0 0.11
H 5.97867 9.45366 3.21701 0.0 0.6 0.1 0.12
H 6.76939 8.92799 1.78335 0.1 0.2 -0.3 0.11
H 3.72030 9.35201 2.11832 0.1 0.3 -0.2 0.10
H 4.62778 7.91419 1.61883 -0.1 0.1 -0.4 0.10
H 5.28557 12.07284 -0.07273 -0.6 -0.5 -0.8 0.11
H 6.59290 10.99140 -0.59774 -0.3 -0.5 -0.2 0.11
C -8.70555 -8.00071 -2.66651 0.1 -1.2 0.6 -0.21
C -9.39951 -9.14478 -1.88798 -0.4 -0.6 0.1 -0.23
C -8.61765 -9.34082 -0.55617 0.2 -0.1 -0.3 -0.20
S -8.30003 -7.59950 0.00979 -2.6 0.5 -1.1 0.69
O -6.92073 -7.32464 0.28617 0.5 -0.4 0.3 -0.34
O -9.34670 -7.12158 0.91239 1.2 -0.9 -0.4 -0.34
C -8.73410 -6.89330 -1.62801 -0.3 0.5 -0.3 -0.24
H -9.19501 -7.78287 -3.61576 -0.2 0.3 0.3 0.12
H -7.72266 -8.38778 -2.93526 0.3 0.3 0.1 0.11
H -9.55976 -10.04980 -2.47394 1.0 -0.3 0.0 0.11
H -10.46036 -8.98188 -1.69784 0.0 0.9 0.4 0.11
H -7.66842 -9.85609 -0.70296 0.4 0.5 -0.4 0.09
H -9.05202 -9.99572 0.19917 -0.7 0.7 0.1 0.10
H -8.18305 -5.96278 -1.76432 0.4 -0.3 -0.1 0.10
H -9.78456 -6.60263 -1.61645 0.0 0.1 0.6 0.10
C -11.24691 4.27409 -2.52599 -0.1 -1.0 -1.6 -0.22
C -11.54978 3.20851 -1.48481 -1.5 0.6 0.0 -0.20
C -12.61629 2.26258 -2.10949 -0.9 -1.1 0.5 -0.18
S -13.37693 2.96864 -3.68874 1.3 0.9 -0.2 0.80
O -14.85251 3.07846 -3.66344 2.8 -0.6 -0.1 -0.31
O -12.58152 2.44691 -4.83099 -1.8 0.5 1.7 -0.32
C -12.58061 4.61457 -3.25690 0.4 0.1 0.4 -0.18
H -10.59794 3.73797 -3.21846 0.0 0.1 -0.6 0.11
H -10.61289 5.12195 -2.26667 -0.6 0.2 0.5 0.12
H -12.11282 3.66107 -0.66855 0.3 0.2 0.3 0.11
H -10.66196 2.73542 -1.06523 -0.2 -0.2 -0.3 0.12
H -13.47175 2.14913 -1.44359 -0.2 0.5 0.0 0.09
H -12.37414 1.21055 -2.26010 0.6 0.2 -0.6 0.10
H -13.27656 5.08917 -2.56516 -0.2 0.0 -0.1 0.10
H -12.47864 5.22688 -4.15288 0.0 -0.2 0.0 0.11
C 2.02295 0.10148 -10.92091 1.3 -0.6 -0.1 -0.24
C 0.55233 -0.12992 -10.86725 -0.4 -0.2 -0.6 -0.24
C 0.28360 -1.53600 -10.34302 0.4 -0.7 0.2 -0.17
S 1.70095 -2.63723 -11.03792 0.7 0.0 0.0 0.79
O 1.24628 -3.56266 -12.10849 0.6 2.0 2.0 -0.34
O 2.58652 -3.16028 -9.96352 -1.8 0.9 -1.5 -0.35
C 2.51395 -1.08448 -11.72213 0.3 -1.2 -0.2 -0.20
H 2.50648 0.17892 -9.94710 -0.1 -0.1 0.1 0.12
H 2.24190 1.00683 -11.48704 0.1 0.1 0.1 0.13
H 0.24930 -0.13480 -11.91427 -0.5 0.4 0.0 0.12
H 0.11245 0.71857 -10.34315 -0.7 -0.5 0.2 0.13
H -0.61752 -2.02385 -10.71463 0.0 0.2 0.2 0.10
H 0.37897 -1.56336 -9.25754 -0.1 -0.4 0.0 0.10
H 2.07422 -0.99353 -12.71534 0.4 -0.2 -0.2 0.11
H 3.57368 -1.33948 -11.72850 -0.1 0.3 -0.1 0.11
C 7.93041 3.00623 -6.56022 -0.6 1.0 0.2 -0.20
C 8.48899 2.94963 -5.12355 0.1 -1.0 -1.5 -0.15
O 9.03216 1.61794 -5.08978 1.3 -1.3 0.9 -0.24
S 9.56546 1.04488 -6.53930 0.0 2.5 1.7 0.76
O 9.60861 -0.41955 -6.55487 -0.8 3.6 -0.2 -0.23
O 10.72974 1.87499 -6.82823 -1.6 -1.9 -0.3 -0.24
O 8.22119 1.78288 -7.20952 0.8 -1.7 -1.0 -0.21
H 8.37395 3.86414 -7.06556 0.3 -0.3 -0.3 0.12
H 6.86238 3.22395 -6.56490 -0.1 -0.7 -0.2 0.13
H 7.76777 2.95953 -4.30633 0.1 0.3 -0.3 0.13
H 9.19074 3.78315 -5.15337 0.6 -0.5 1.1 0.13
C -2.89074 0.66730 11.03451 1.1 0.1 0.9 -0.22
C -3.45712 -0.64348 11.53120 -0.1 0.7 -0.2 -0.17
O -4.68606 -0.69342 10.83114 -2.2 0.1 -2.1 -0.23
S -5.27618 0.75474 10.20976 -1.4 1.1 -0.5 0.83
O -6.54511 1.09426 10.90055 3.7 -1.0 -1.5 -0.26
O -5.30937 0.93304 8.69942 1.0 -1.3 5.1 -0.29
O -3.97981 1.53565 10.93550 -2.3 0.5 -1.6 -0.20
H -2.36596 0.51462 10.09144 -0.1 0.2 -0.2 0.13
H -2.24856 1.16823 11.75893 0.3 -0.3 -0.1 0.14
H -3.71901 -0.66254 12.58910 0.4 0.0 0.0 0.14
H -2.81787 -1.46890 11.21797 -0.3 -0.1 0.2 0.13
C 6.94171 -2.74290 -0.01551 -0.3 2.2 -0.3 -0.23
C 7.05079 -3.76972 -1.07346 -1.2 -2.1 0.1 -0.20
O 5.78410 -4.51265 -1.10997 0.2 0.5 -0.9 -0.12
O 5.79472 -2.91875 0.85375 0.9 -0.8 0.4 -0.09
H 6.77866 -1.74118 -0.41311 0.0 -0.1 -0.6 0.12
H 7.97460 -2.67186 0.32538 -0.3 -0.1 1.5 0.13
H 7.75936 -4.55441 -0.80833 0.4 0.3 0.0 0.12
H 7.33332 -3.33579 -2.03261 -0.2 0.0 0.0 0.13
H 5.86487 -5.01488 -1.92412 -0.3 -0.3 -0.1 0.08
H 6.00273 -2.56477 1.72153 0.2 0.1 0.0 0.08
C -1.05414 -5.94411 5.51597 -0.2 -0.2 -2.4 -0.21
C 0.22334 -5.46069 6.12932 0.7 1.5 1.5 -0.19
O 1.24229 -4.94469 5.19130 -0.8 -1.3 -0.1 -0.11
O -0.99435 -5.54235 4.14084 -0.3 0.3 -1.3 -0.13
H -1.99778 -5.50155 5.83503 0.4 -0.1 1.2 0.13
H -1.15155 -7.02698 5.43844 0.1 -0.1 0.9 0.12
H 0.55602 -6.22988 6.82627 0.8 -0.1 -0.4 0.12
H 0.01287 -4.59989 6.76401 -0.3 0.0 0.1 0.12
H 1.86511 -4.42447 5.70420 -0.1 -0.1 0.3 0.08
H -1.90566 -5.65107 3.85925 0.0 0.1 -0.5 0.09
```
Forces are in eV/Å.


C28H53AlCl16N | wB97M-V/def2-TZVPD

E_LUMO (eV): 1.9909
Orbital gap (eV): 7.06
Charge: -1
Max |F| (eV/A): 1.5

```
99
Properties=species:S:1:pos:R:3:forces:R:3:lowdin_charge:R:1
C -0.57598 4.08783 1.02420 0.1 -0.2 -0.3 -0.10
C 0.20683 3.64203 0.20766 0.0 -0.5 0.0 -0.14
Al 1.24851 2.38052 -0.99889 0.0 0.7 -0.4 0.27
C 3.09564 3.16046 -1.38537 -0.4 -1.2 0.8 -0.23
C 4.24546 2.18757 -1.02788 0.0 0.5 -0.6 -0.31
C 4.43625 1.08573 -2.07070 1.3 -0.3 0.2 -0.23
C 5.77488 0.33031 -1.85281 -0.5 0.0 0.4 -0.32
N 5.77718 -0.49212 -0.64376 0.7 -0.2 -0.2 -0.01
C 0.16627 2.23654 -2.70279 0.4 -0.4 0.1 -0.22
C 0.49498 1.03568 -3.63655 -1.3 0.6 -0.1 -0.27
C -0.55580 -0.08777 -3.45631 0.7 0.1 -0.2 -0.46
C -1.90804 0.29321 -4.09259 0.0 -0.2 0.8 -0.09
C 0.00806 -1.40266 -4.03517 0.1 0.9 0.0 -0.10
C 1.55393 0.60744 -0.00609 0.1 -0.5 0.6 -0.60
Cl 1.43494 -0.99289 -0.80366 -0.1 0.5 0.1 0.57
C 1.88483 0.58821 1.29074 -0.2 0.0 -0.6 -0.80
C 2.11069 1.81682 2.12896 0.6 -0.7 0.3 -0.15
Cl 2.11585 -0.94364 2.19245 0.0 0.4 0.0 0.57
H -1.33364 4.34108 1.72513 0.0 0.3 0.1 -0.04
H 3.13697 3.37772 -2.45639 0.2 0.4 0.1 0.04
H 3.21211 4.05284 -0.76479 -0.1 0.3 -0.3 0.04
H 5.18069 2.76169 -0.98216 0.1 -0.1 0.0 0.07
H 4.10587 1.74232 -0.03926 -0.1 0.0 0.0 0.07
H 4.48871 1.50820 -3.07862 -0.4 0.1 0.0 0.09
H 3.66145 0.31836 -2.00824 -0.3 0.2 -0.2 0.07
H 6.61620 1.02930 -1.76583 -0.2 -0.1 0.0 0.03
H 6.00791 -0.32355 -2.69820 -0.1 0.0 -0.1 0.10
H 5.06122 -1.20200 -0.67613 -0.3 0.1 0.1 0.05
H 5.65546 0.07938 0.17692 -0.2 0.0 0.1 0.05
H 0.34749 3.17090 -3.25277 0.0 0.1 0.2 0.05
H -0.90398 2.23777 -2.46299 0.1 -0.1 0.0 0.02
H 0.37862 1.37994 -4.67635 0.3 -0.2 -0.1 0.10
H 1.51363 0.66314 -3.52192 0.0 -0.1 0.2 0.08
H -0.71995 -0.16487 -2.37966 0.1 -0.4 0.0 0.09
H -2.37633 -0.60325 -4.50507 -0.1 0.2 -0.3 0.07
H -1.82712 1.09465 -4.82965 0.1 -0.2 -0.2 0.07
H -2.58335 0.64686 -3.31028 0.0 0.1 -0.2 0.03
H 1.06630 -1.45203 -3.78072 0.0 -0.3 0.2 0.05
H -0.02775 -1.31466 -5.12656 -0.2 -0.3 0.0 0.07
H -0.51356 -2.29117 -3.68261 -0.1 -0.1 -0.1 0.07
H 1.24088 2.03288 2.74490 -0.1 0.2 -0.1 0.04
H 2.95909 1.61352 2.79159 -0.1 0.1 0.0 0.07
H 2.39568 2.67044 1.51967 -0.3 0.1 -0.1 0.06
Cl -3.06486 4.11196 4.27571 0.0 0.0 0.1 0.55
C -4.57251 5.04248 4.44403 0.0 0.0 0.1 -0.67
C -5.14191 5.37797 3.08957 -0.2 0.0 0.0 -0.67
Cl -4.11201 6.54368 2.22442 0.0 0.0 -0.1 0.54
H -4.36103 5.93914 5.02192 0.0 0.0 -0.1 0.06
H -5.27515 4.42619 5.00370 0.0 0.0 -0.1 0.07
H -6.12734 5.83032 3.19444 0.0 0.0 0.0 0.07
H -5.23299 4.48741 2.47197 0.1 0.0 0.0 0.07
Cl -1.54533 1.61561 2.56293 0.0 -0.1 0.0 0.61
C -1.83748 0.28172 3.70058 0.0 0.0 0.0 -0.65
C -2.01855 -1.02758 2.97839 0.2 -0.2 0.2 -0.66
Cl -3.55792 -1.08419 2.07375 -0.1 0.2 -0.1 0.58
H -2.70187 0.52940 4.31474 0.0 0.0 -0.1 0.06
H -0.96149 0.22006 4.34347 0.1 -0.1 0.0 0.04
H -2.04603 -1.85015 3.69084 0.0 0.0 0.0 0.01
H -1.20629 -1.20524 2.27645 0.0 0.1 -0.1 0.06
Cl -4.07964 -6.95301 2.13781 0.0 -0.1 0.0 0.55
C -5.12578 -5.50575 2.13219 -0.1 0.1 -0.1 -0.65
C -4.38362 -4.26661 2.56106 0.0 -0.1 -0.1 -0.70
Cl -3.93849 -4.31728 4.28555 0.0 0.0 0.0 0.53
H -5.97546 -5.70760 2.77964 0.1 0.0 0.1 0.07
H -5.48853 -5.37984 1.11343 0.1 0.0 0.0 0.07
H -5.01284 -3.39295 2.41928 0.0 0.0 0.0 0.03
H -3.47211 -4.12647 1.98617 0.0 0.0 0.0 0.05
Cl 0.18018 -2.08770 5.78939 -0.1 0.0 0.0 0.57
C 1.02953 -3.62679 5.50456 0.1 -0.1 0.0 -0.65
C 1.11764 -3.98124 4.04142 0.2 0.0 -0.1 -0.65
Cl -0.47074 -4.40075 3.34872 0.0 0.0 0.0 0.56
H 0.51154 -4.39929 6.06775 -0.1 0.0 0.0 0.07
H 2.03274 -3.51296 5.91226 0.0 0.0 -0.1 0.07
H 1.75445 -4.85670 3.92376 0.0 0.0 0.0 0.07
H 1.53568 -3.16717 3.45244 -0.1 0.0 0.0 0.00
Cl 7.05073 3.03142 -3.15389 0.1 0.3 -0.2 0.64
C 6.77556 4.46644 -4.17441 0.1 0.0 -0.1 -0.64
C 6.93201 5.75721 -3.40843 0.0 0.1 -0.1 -0.68
Cl 5.63910 5.99665 -2.21461 0.0 0.0 0.1 0.56
H 5.78426 4.37644 -4.61265 0.0 0.0 0.1 0.07
H 7.51336 4.43270 -4.97564 0.0 0.0 0.0 0.07
H 6.88898 6.59805 -4.10012 0.0 0.0 0.0 0.07
H 7.88406 5.78919 -2.88359 0.0 -0.1 0.0 0.06
Cl -3.74474 4.61467 -1.51498 -0.1 0.0 0.1 0.54
C -3.36467 3.91965 -3.10813 0.1 -0.1 0.0 -0.66
C -4.56944 3.28015 -3.75220 0.0 0.1 -0.1 -0.66
Cl -5.09996 1.80768 -2.89745 -0.1 0.0 0.0 0.54
H -2.55349 3.20762 -2.97428 -0.1 0.0 0.0 0.03
H -3.00641 4.73457 -3.73567 0.0 0.0 0.0 0.08
H -4.32497 2.98462 -4.77176 0.1 0.0 0.0 0.07
H -5.41259 3.96623 -3.78214 0.0 0.0 0.1 0.06
Cl -1.54498 -12.67433 0.90679 0.0 0.0 0.0 0.53
C -2.57796 -11.22011 0.92186 -0.1 0.1 -0.1 -0.67
C -1.83189 -9.99373 1.38096 0.0 0.1 -0.1 -0.67
Cl -1.40592 -10.07222 3.10903 0.0 0.0 0.0 0.53
H -3.43351 -11.42504 1.56015 0.0 0.0 0.1 0.07
H -2.93232 -11.07237 -0.09692 0.1 0.0 0.0 0.07
H -2.45981 -9.11428 1.24807 0.0 0.0 0.0 0.02
H -0.91428 -9.85058 0.81619 0.0 -0.1 0.0 0.07
```
Forces are in eV/Å.


> Which of these has the highest E_LUMO?

C28H53AlCl16N


> The lowest max |F| belongs to which entry?

C28H53AlCl16N


> Among the records above, which one has the highest max |F|?

C28H52F12N2O28S10Zr